Density functional theory data (wB97M-V/def2-TZVPD) for an isolated molecule of CHF3.

E_tot	-338.27127	hartree
highest occupied orbital energy	-13.5	eV
net charge	0
HOMO-LUMO gap	14.668	eV
SMILES string	FC(F)F

The geometry in XYZ format:
```
5
Properties=species:S:1:pos:R:3:forces:R:3:mulliken_charge:R:1
F 1.209 -0.351 -0.442 0.10 -1.52 0.01 -0.22
C 0.007 0.008 0.055 1.11 -5.13 4.15 0.51
F -0.193 1.098 -0.401 -0.29 9.91 -1.62 -0.17
F -1.049 -0.606 -0.440 -0.96 -3.81 -0.31 -0.22
H 0.026 -0.149 1.227 0.05 0.55 -2.23 0.11
```
Positions in Å, forces in eV/Å.

=====

Density functional theory data (wB97M-V/def2-TZVPD) for a structure of composition CHF3GdNO5S2.

E_tot	-2331.08087	hartree
highest occupied orbital energy (alpha / beta)	-9.4 / -9.3	eV
net charge	0
HOMO-LUMO gap (alpha / beta)	7.184 / 5.942	eV
2S+1	8

The geometry in XYZ format:
```
14
Properties=species:S:1:pos:R:3:forces:R:3:lowdin_spin:R:1
O -1.730 -1.072 -0.718 0.23 1.05 -1.52 0.01
Gd -2.096 0.601 -2.106 3.26 -0.87 2.38 6.73
H 0.539 1.590 -0.746 -1.68 -0.89 0.76 -0.01
N -0.565 0.159 1.153 0.46 0.14 -1.31 0.01
S -0.646 1.720 0.682 0.45 -1.29 0.71 0.00
O -1.844 1.796 -0.302 -0.64 0.29 -0.92 -0.01
O -0.911 2.533 1.886 0.89 -1.02 -2.32 0.01
S -0.319 -1.008 0.000 -2.42 -1.21 3.60 -0.02
O 0.116 0.302 -1.731 -1.38 1.39 0.83 0.23
O -0.415 -2.381 0.585 1.03 2.18 -0.97 0.04
C 1.587 -1.044 0.266 2.07 -0.01 -0.39 0.01
F 2.214 0.121 0.042 -0.67 0.09 -0.31 0.00
F 1.920 -1.361 1.526 -1.02 -0.05 -0.64 0.00
F 2.150 -1.955 -0.538 -0.57 0.19 0.10 0.00
```
Positions in Å, forces in eV/Å.

=====

Density functional theory data (wB97M-V/def2-TZVPD) for the ion CHF3O2P with charge -1.

E_tot	-830.26691	hartree
highest occupied orbital energy	-5.6	eV
net charge	-1
HOMO-LUMO gap	10.012	eV
SMILES string	O=[P@H]([O-])C(F)(F)F

The geometry in XYZ format:
```
8
Properties=species:S:1:pos:R:3:forces:R:3:mulliken_charge:R:1
O 1.797 0.939 0.603 0.33 0.46 0.60 -0.70
P 0.982 0.230 -0.399 -0.37 -1.72 1.40 0.56
O 0.701 0.747 -1.741 0.08 -0.20 -0.89 -0.68
C -0.770 -0.098 0.345 -2.92 0.54 -1.68 0.60
F -1.651 -0.679 -0.699 1.56 1.03 1.58 -0.30
F -1.470 1.046 0.744 0.96 -1.11 -0.50 -0.26
F -0.931 -0.965 1.339 0.59 -0.16 0.40 -0.23
H 1.342 -1.219 -0.192 -0.23 1.17 -0.91 0.02
```
Positions in Å, forces in eV/Å.

=====

Density functional theory data (wB97M-V/def2-TZVPD) for a structure of composition CHF3OS2.

E_tot	-1209.71175	hartree
highest occupied orbital energy (alpha / beta)	-7.5 / -10.7	eV
net charge	0
HOMO-LUMO gap (alpha / beta)	7.372 / 6.840	eV
2S+1	3

The geometry in XYZ format:
```
8
Properties=species:S:1:pos:R:3:forces:R:3:lowdin_spin:R:1
C -1.073 -0.435 -0.141 -2.62 0.15 0.66 0.49
O 1.431 -0.372 1.295 -0.06 0.06 1.68 0.06
F -1.715 -0.177 1.006 0.08 0.15 -0.22 0.09
F -1.050 -1.708 -0.343 0.11 -1.65 -0.39 0.10
F -1.678 0.182 -1.147 0.08 0.15 -0.09 0.08
S 1.140 2.386 0.007 0.59 0.31 0.21 0.77
S 1.011 0.424 0.169 2.89 -0.86 -2.53 0.29
H 1.933 -0.299 -0.845 -1.06 1.70 0.68 0.12
```
Positions in Å, forces in eV/Å.